{"formula": "C10H5BrNO5Sr", "method": "ωB97M-V with the def2-TZVPD basis set", "species": ["O", "C", "Sr", "O", "C", "C", "O", "C", "O", "C", "O", "H", "Br", "C", "C", "C", "C", "N", "C", "H", "H", "H", "H"], "positions_angstrom": [[-0.15606, -4.71476, -2.22295], [0.02878, -3.60812, -2.43852], [-0.33866, 0.61760, -1.13411], [2.78161, -1.87565, -1.09485], [1.81446, -1.25116, -1.04790], [2.03206, 1.36220, -1.86511], [3.02431, 1.70272, -2.33503], [0.27393, 0.35114, -3.80033], [0.64289, 1.14168, -4.66363], [1.21678, -0.70034, -3.31659], [1.75383, -1.60987, -3.87067], [-0.80978, 0.33544, -3.31799], [-2.14717, -1.44538, 4.77655], [-1.48239, -0.18005, 3.51361], [-1.57916, 1.18774, 3.79319], [-1.06691, 2.09050, 2.87546], [-0.50953, 1.61081, 1.68262], [-0.50147, 0.29358, 1.36908], [-0.93732, -0.60842, 2.28984], [-2.01928, 1.49438, 4.74258], [-1.09239, 3.16957, 3.06867], [-0.08967, 2.30237, 0.93127], [-0.83885, -1.66596, 2.06480]], "atomic_forces_ev_per_a": [[0.49, 2.33, -0.55], [-0.65, -2.41, 0.66], [0.65, -0.76, 0.93], [-2.31, 1.50, -0.15], [1.92, -1.34, 0.73], [2.89, 1.34, -1.19], [-2.37, -0.92, 1.20], [0.60, -1.91, -2.79], [-0.98, 0.21, 1.76], [-1.20, 0.99, -0.31], [-0.04, 0.39, 0.35], [1.12, 0.36, -0.92], [0.34, 0.44, -0.58], [0.01, -0.21, -0.27], [0.15, -0.61, 0.06], [0.39, 0.51, -0.51], [-0.75, -0.68, 0.50], [-0.12, 0.02, 0.91], [-0.05, 1.13, 0.23], [0.12, 0.09, -0.35], [0.04, -0.53, -0.06], [-0.15, -0.12, 0.46], [-0.09, 0.18, -0.12]], "nbo_charge": [-0.470, 0.481, 1.800, -0.453, 0.320, 0.284, -0.412, 0.152, -0.493, 0.224, -0.475, 0.013, 0.153, -0.102, -0.160, -0.211, -0.017, -0.583, 0.020, 0.262, 0.256, 0.174, 0.235], "e_lumo_ev": [-4.58, -4.58], "homo_lumo_gap_ev": [5.6, 5.6], "total_charge": 1, "e_tot_ha": -3419.394408}